Entry 1:
79
Properties=species:S:1:pos:R:3:forces:R:3 method="wB97M-V/def2-TZVPD" multiplicity=1 charge=-1 energy_ha=-3934.31083 max_force_ev_per_a=1.2 relative_energy_ev=0.000
Ba 0.285348 -0.469650 -1.933955 0.425 0.300 0.528
C 0.911775 -5.015722 1.885608 0.020 -0.054 0.012
C 0.686422 -4.122506 0.667451 -0.135 -0.148 0.043
C -0.720802 -4.387189 0.117028 -0.040 -0.003 0.015
P 0.899543 -2.283303 0.807932 0.123 0.179 -0.351
C 2.736187 -1.997966 0.715421 0.085 -0.035 0.077
C 3.018657 -0.539734 1.080134 -0.046 0.029 0.167
C 3.661765 -2.934542 1.486675 0.081 -0.014 -0.008
C 0.434415 -1.736646 2.467247 -0.010 -0.003 0.129
C 1.008229 -2.297151 3.617699 0.009 0.038 -0.083
C 0.843379 -1.762474 4.879562 -0.066 0.078 -0.063
C 0.108625 -0.577969 4.985571 0.018 -0.023 0.036
C -0.477678 -0.004779 3.884538 -0.027 -0.079 -0.103
C -0.395424 -0.577964 2.575668 -0.042 0.014 -0.036
N -0.975529 -0.006134 1.484708 -0.070 -0.064 0.091
C -2.075576 0.780417 1.674959 0.088 -0.036 0.017
C -3.108571 0.466005 2.606983 0.113 0.037 -0.017
C -4.157940 1.317876 2.858770 -0.027 0.035 -0.021
C -4.266163 2.544365 2.192955 0.067 -0.097 0.029
C -3.335370 2.823040 1.210781 0.049 -0.019 -0.049
C -2.286172 1.949649 0.897560 -0.187 0.119 -0.034
P -1.273469 2.188010 -0.583441 0.160 -0.349 -0.096
C -0.562178 3.871931 -0.431510 0.070 0.148 0.036
C 0.218143 4.215274 -1.701075 0.002 0.034 -0.020
C 0.354616 3.908392 0.791577 0.040 0.007 0.016
C -2.533713 2.343814 -1.952680 -0.021 0.033 -0.117
C -3.313901 3.645445 -2.111925 -0.102 0.004 -0.021
C -3.487381 1.149904 -1.882303 -0.071 -0.011 -0.004
H 0.767602 -6.063453 1.602589 0.004 0.012 0.003
H 0.191860 -4.784658 2.672909 0.002 0.014 -0.019
H 1.912272 -4.921950 2.304934 -0.005 0.010 -0.014
H 1.414136 -4.391028 -0.108492 0.013 -0.029 0.005
H -1.479151 -3.970276 0.785959 0.022 -0.013 0.014
H -0.910704 -5.460719 0.025424 0.018 0.011 -0.008
H -0.869467 -3.930894 -0.862957 0.024 0.021 -0.005
H 2.953682 -2.107279 -0.354740 0.025 0.015 -0.006
H 2.832318 -0.369277 2.145241 0.023 -0.027 -0.025
H 2.413372 0.162771 0.504429 0.013 -0.050 -0.057
H 4.059167 -0.298836 0.855364 -0.009 0.000 -0.009
H 3.471702 -2.897225 2.560760 0.012 0.024 -0.023
H 4.700561 -2.626080 1.332593 -0.023 -0.013 -0.014
H 3.576712 -3.971124 1.153858 -0.022 0.009 0.005
H 1.619369 -3.181518 3.517384 0.006 0.002 -0.010
H 1.299962 -2.226903 5.743779 -0.005 0.015 0.006
H 0.007873 -0.088632 5.949164 -0.004 0.000 -0.010
H -1.013592 0.926811 4.002090 -0.034 0.019 0.000
H -3.035601 -0.471705 3.143365 0.009 0.005 0.028
H -4.908019 1.031644 3.588929 0.015 0.005 0.000
H -5.060813 3.242836 2.421996 -0.004 -0.021 -0.003
H -3.414982 3.757568 0.666872 0.001 -0.027 -0.001
H -1.376382 4.590560 -0.289994 0.007 0.030 0.024
H 1.054919 3.525088 -1.834010 -0.023 -0.006 0.003
H 0.622385 5.229383 -1.640718 0.002 -0.008 0.019
H -0.398764 4.158989 -2.600938 -0.012 0.010 0.016
H 1.196114 3.224078 0.657173 -0.018 -0.004 -0.007
H -0.171143 3.617953 1.702612 -0.023 0.008 -0.020
H 0.758491 4.914536 0.933528 0.002 -0.012 -0.015
H -1.922369 2.220447 -2.856968 0.007 0.054 -0.015
H -4.036072 3.777845 -1.305349 0.017 -0.009 -0.019
H -3.879363 3.624822 -3.048944 0.007 0.002 0.008
H -2.665617 4.521848 -2.140472 0.011 -0.015 0.011
H -4.152555 1.236613 -1.020465 0.016 0.016 -0.021
H -2.961498 0.196066 -1.771722 0.037 0.016 0.006
H -4.098499 1.092715 -2.787306 -0.002 0.003 0.012
C 1.659256 0.664304 -5.681181 -0.148 0.032 -0.126
Ge 2.844281 0.122433 -4.152873 0.452 0.084 0.169
C 2.767462 -1.877436 -4.313468 -0.065 -0.080 0.021
C 4.622353 0.598570 -4.906197 0.111 -0.128 -0.167
C 2.544686 0.619597 -2.364176 -1.185 -0.254 -0.145
H 2.138141 0.432413 -6.639277 -0.068 0.019 0.018
H 1.456444 1.737651 -5.642466 0.008 -0.005 -0.026
H 0.695522 0.138970 -5.655708 0.011 0.036 0.007
H 3.463224 -2.222277 -5.083477 -0.038 -0.035 0.022
H 1.773448 -2.248365 -4.600213 0.023 0.023 0.021
H 3.054576 -2.342439 -3.364597 0.016 0.007 -0.037
H 4.756327 0.238971 -5.934212 0.013 0.027 0.067
H 5.396076 0.162931 -4.270257 0.016 0.043 -0.021
H 4.744438 1.684156 -4.895021 -0.003 -0.014 0.016
H 2.327487 1.708884 -2.338853 0.234 0.057 0.150

Entry 2:
92
Properties=species:S:1:pos:R:3:forces:R:3 method="wB97M-V/def2-TZVPD" smiles="CC(C)C[C@H](C)CON(CC=O)C(=O)O[C@@H](C)F.C[C@@H]1COC(=O)O1.C[C@@H]1COC(=O)O1.C[C@@H]1COC(=O)O1.C[C@@H]1COC(=O)O1" multiplicity=1 charge=0 energy_ha=-2452.93180 max_force_ev_per_a=4.4 relative_energy_ev=0.441
C 1.850784 -3.596788 2.495966 -0.351 0.165 -0.675
C 2.498434 -3.163585 1.164100 1.029 0.095 0.493
C 4.049876 -3.407335 1.289906 -0.659 0.299 0.383
C 1.872217 -3.739574 -0.132119 -0.060 0.349 0.386
C 0.900628 -4.932090 0.005817 1.331 -0.790 -0.854
C 1.778230 -6.232112 -0.040853 -0.726 0.499 -0.285
C 0.033354 -5.003035 -1.266604 0.229 -0.188 0.570
O -1.185975 -4.242341 -1.284989 -0.311 -0.568 -0.550
N -1.454453 -3.573008 -0.090482 0.081 0.394 0.669
C -2.306939 -4.377653 0.823531 0.271 0.364 -0.436
C -3.792407 -4.000166 0.884944 0.871 -0.096 -1.460
O -4.369789 -4.095207 1.905959 -1.237 -0.173 2.382
C -2.089346 -2.350496 -0.491029 2.107 0.023 2.605
O -2.758905 -2.240932 -1.415655 -2.544 0.206 -3.557
O -1.813952 -1.260646 0.309281 0.433 -0.736 -0.126
C -0.741783 -0.480828 -0.247278 0.359 1.021 0.804
C 0.278552 -0.247066 0.855646 -0.343 -0.283 -0.145
F -0.179696 -1.112429 -1.328915 -0.011 -0.377 0.103
H 2.396196 -3.147533 3.333426 -0.209 -0.025 -0.125
H 0.805525 -3.248983 2.498504 0.198 -0.213 0.307
H 1.869441 -4.688696 2.621247 -0.013 0.233 -0.004
H 2.404772 -2.071621 1.117293 -0.160 -0.249 -0.065
H 4.249020 -4.006494 2.189693 0.107 -0.193 -0.435
H 4.536699 -2.443693 1.489135 0.072 -0.242 -0.283
H 4.479298 -3.872529 0.397759 0.041 0.081 0.227
H 1.415124 -2.913163 -0.693807 -0.174 -0.233 0.256
H 2.699733 -4.079652 -0.775983 -0.275 0.038 0.072
H 0.349934 -4.997803 0.946486 -0.180 0.509 -0.295
H 1.140195 -7.095220 0.188973 0.370 -0.001 -0.002
H 2.146484 -6.322606 -1.073375 0.109 -0.211 0.303
H 2.636246 -6.177983 0.636515 -0.210 -0.042 -0.039
H -0.215095 -6.055585 -1.472385 -0.248 0.275 0.065
H 0.640746 -4.644924 -2.111750 -0.161 -0.073 0.178
H -1.866237 -4.314881 1.825832 -0.377 -0.068 -0.072
H -2.248496 -5.417879 0.477340 0.014 0.221 0.072
H -4.378813 -3.672296 0.003336 0.665 -0.074 -0.326
H -1.164157 0.451395 -0.638759 -0.071 -0.187 0.070
H 0.281614 -1.138678 1.493956 0.138 0.188 -0.120
H 1.281946 -0.069989 0.454662 -0.367 0.102 0.079
H -0.048314 0.609353 1.456361 0.177 -0.137 -0.093
C 1.058232 4.770101 2.404063 -0.264 -0.349 0.165
C 2.319507 4.014897 2.057763 -0.510 0.493 0.087
C 3.007380 4.503893 0.810223 0.056 -0.037 0.355
O 3.660777 3.313324 0.341035 -0.229 -0.269 0.073
C 2.944871 2.257659 0.794450 0.002 -0.017 -0.019
O 3.093922 1.131633 0.430168 0.162 0.129 0.007
O 2.028418 2.647668 1.716834 0.375 -0.170 -0.204
H 1.253392 5.839493 2.488429 0.074 -0.030 -0.017
H 0.286139 4.605988 1.650733 0.103 0.074 -0.087
H 0.651584 4.417301 3.352801 0.029 0.075 0.005
H 3.003427 4.011695 2.911739 0.071 -0.073 -0.079
H 3.727620 5.283453 1.010539 0.111 -0.128 -0.057
H 2.315022 4.847159 0.039731 -0.067 -0.001 0.091
C 6.947456 5.423667 -4.186304 -0.291 0.252 -0.238
C 6.771584 5.889540 -2.760759 0.257 -0.285 -0.615
C 6.882003 4.790850 -1.734086 0.256 -0.144 0.174
O 6.049112 5.279457 -0.678327 -0.184 0.183 -0.123
C 5.123465 6.094737 -1.242511 -0.087 0.100 -0.063
O 4.160959 6.508380 -0.675665 0.306 0.292 -0.346
O 5.437548 6.369089 -2.533213 -0.010 -0.058 0.468
H 7.895087 4.899136 -4.313308 0.004 0.029 0.071
H 6.130731 4.763981 -4.483102 0.057 -0.093 0.136
H 6.929516 6.274312 -4.868435 0.079 -0.022 0.020
H 7.465912 6.706194 -2.542515 -0.044 -0.016 0.106
H 7.901935 4.645360 -1.383719 -0.093 0.051 0.179
H 6.482021 3.834122 -2.079119 -0.035 0.068 -0.100
C -4.024006 -0.561226 2.751912 0.263 -0.055 -0.288
C -3.669139 0.716667 3.472470 -0.238 -0.679 -0.208
C -4.830810 1.381668 4.165220 -0.078 0.046 0.310
O -4.451246 2.761652 4.139923 0.127 -0.030 -0.258
C -3.632220 2.934466 3.067825 0.072 0.120 -0.077
O -3.291086 3.990197 2.642444 -0.005 -0.086 0.050
O -3.257796 1.734891 2.547315 -0.083 0.334 0.277
H -4.500591 -1.276154 3.424158 0.018 0.057 0.043
H -4.691053 -0.364543 1.910512 -0.092 0.076 0.114
H -3.125319 -1.019139 2.340240 -0.033 -0.031 0.057
H -2.843523 0.539064 4.168169 -0.029 0.105 0.037
H -4.960689 1.037420 5.189434 0.028 0.192 0.030
H -5.775630 1.269507 3.627099 0.075 -0.082 -0.087
C -4.481425 -0.334830 -2.846068 0.126 -0.101 -0.378
C -5.459083 0.388743 -3.741879 0.469 -0.229 0.557
C -6.847007 0.511883 -3.167218 -0.174 0.265 0.111
O -7.661769 0.557183 -4.341702 0.156 -0.165 -0.111
C -6.988112 -0.102614 -5.324001 0.012 -0.085 -0.192
O -7.458784 -0.418494 -6.367511 0.023 0.050 0.102
O -5.705752 -0.352548 -4.945801 -0.423 0.222 -0.056
H -4.430052 0.134475 -1.862471 -0.018 0.030 -0.030
H -4.759037 -1.381303 -2.726910 -0.121 0.067 0.048
H -3.483684 -0.325238 -3.284255 -0.001 0.021 0.080
H -5.059838 1.367876 -4.023729 -0.122 0.021 -0.041
H -6.976398 1.416028 -2.574967 -0.135 0.028 -0.135
H -7.144259 -0.353966 -2.569337 0.138 -0.048 -0.022

| no. | gap between HOMO and LUMO (eV) |
| --- | --- |
| 1 | 3.9 |
| 2 | 9.8 |